{"formula": "Cl2H3PSi", "method": "ωB97M-V with the def2-TZVPD basis set", "symbols": ["Si", "P", "Cl", "Cl", "H", "H", "H"], "positions_angstrom": [[-5.343, 0.226, -0.723], [0.901, -0.403, -0.037], [-5.028, 1.716, 0.684], [-5.122, -1.649, 0.080], [0.493, -1.480, 0.765], [0.018, 0.456, 0.606], [2.211, -0.048, 0.733]], "lowdin_charge": [-0.13, 0.55, 0.05, 0.07, -0.21, -0.22, -0.12], "charge": 0, "homo_ha": -0.350, "relative_energy_kcal_mol": 44.0, "max_force_ev_per_a": 2.31, "total_energy_ha": -1553.04532}

---

{"formula": "C31H21Cl4I2N3O6W", "method": "ωB97M-V with the def2-TZVPD basis set", "symbols": ["W", "I", "C", "C", "C", "I", "C", "O", "C", "C", "N", "C", "C", "C", "C", "C", "C", "N", "C", "H", "H", "H", "H", "H", "H", "H", "H", "H", "H", "H", "Cl", "C", "C", "C", "Cl", "C", "C", "C", "C", "N", "C", "C", "O", "H", "H", "H", "H", "Cl", "C", "C", "O", "O", "H", "H", "Cl", "C", "C", "C", "C", "C", "C", "C", "O", "O", "H", "H", "H", "H"], "positions_angstrom": [[-0.058, -0.283, -0.474], [-3.471, 1.060, 5.849], [-2.340, 0.131, 4.361], [-0.998, -0.124, 4.581], [-0.230, -0.681, 3.566], [1.780, -1.104, 3.905], [-0.783, -0.968, 2.314], [-0.052, -1.383, 1.298], [-2.170, -0.780, 2.151], [-2.759, -1.237, 0.852], [-2.260, -0.470, -0.326], [-2.910, -0.967, -1.550], [-2.138, -0.577, -2.771], [-2.711, -0.580, -4.032], [-1.916, -0.314, -5.130], [-0.568, -0.056, -4.933], [-0.076, -0.048, -3.644], [-0.849, -0.290, -2.580], [-2.935, -0.221, 3.155], [-0.539, 0.121, 5.529], [-3.850, -1.176, 0.883], [-2.467, -2.273, 0.663], [-2.483, 0.520, -0.208], [-3.945, -0.622, -1.612], [-2.915, -2.057, -1.492], [-3.766, -0.791, -4.139], [-2.339, -0.313, -6.126], [0.097, 0.143, -5.761], [0.961, 0.172, -3.433], [-3.996, -0.061, 3.001], [-1.030, -5.136, -1.542], [0.513, -4.353, -1.551], [1.671, -5.091, -1.840], [2.897, -4.487, -1.878], [4.307, -5.430, -2.255], [3.035, -3.102, -1.621], [4.239, -2.361, -1.642], [4.200, -1.020, -1.378], [2.979, -0.383, -1.088], [1.842, -1.055, -1.057], [1.863, -2.398, -1.313], [0.583, -3.002, -1.285], [-0.444, -2.225, -1.051], [1.583, -6.149, -2.039], [5.171, -2.861, -1.866], [5.102, -0.425, -1.386], [2.921, 0.675, -0.873], [2.019, 3.994, -0.899], [0.631, 3.743, -1.989], [-0.109, 2.438, -1.724], [-1.319, 2.409, -1.855], [0.665, 1.437, -1.425], [1.011, 3.741, -3.009], [-0.059, 4.570, -1.861], [1.008, 5.127, 6.024], [0.816, 4.102, 4.637], [1.930, 3.470, 4.106], [1.771, 2.644, 3.007], [0.511, 2.469, 2.449], [-0.597, 3.115, 2.988], [-0.449, 3.936, 4.092], [0.324, 1.534, 1.329], [-0.796, 1.408, 0.748], [1.252, 0.774, 0.921], [2.900, 3.618, 4.558], [2.616, 2.119, 2.583], [-1.572, 2.952, 2.550], [-1.299, 4.434, 4.536]], "lowdin_charge": [1.81, 0.85, -0.75, -0.23, -0.63, 0.97, -0.44, -0.25, -0.16, -0.11, -0.13, -0.12, -0.23, 0.00, -0.04, -0.03, -0.09, -0.01, -0.11, 0.08, 0.13, 0.13, 0.13, 0.14, 0.13, 0.12, 0.11, 0.11, 0.12, 0.10, 0.70, -0.58, -0.12, -0.61, 0.69, -0.17, -0.01, -0.02, -0.08, -0.01, -0.12, -0.35, -0.22, 0.11, 0.10, 0.11, 0.11, 0.59, -0.46, -0.68, 0.06, -0.25, 0.08, 0.08, 0.67, -0.65, -0.09, -0.02, -0.14, 0.00, -0.09, -0.56, -0.08, -0.11, 0.11, 0.12, 0.13, 0.11], "charge": 0, "homo_ha": [-0.253, -0.253], "relative_energy_kcal_mol": 0.1, "max_force_ev_per_a": 0.26, "total_energy_ha": -4313.10095}

---

{"formula": "FNO4S", "method": "ωB97M-V with the def2-TZVPD basis set", "symbols": ["N", "O", "O", "O", "O", "F", "S"], "positions_angstrom": [[-0.452, -0.242, 1.074], [-0.383, -0.407, -0.047], [-0.136, 0.566, 1.840], [0.021, 1.443, -1.965], [1.612, -0.292, -1.353], [-1.053, -1.455, 1.830], [0.579, 0.137, -2.220]], "lowdin_charge": [-0.32, 0.08, 0.22, -0.41, -0.41, -0.05, 0.89], "charge": 0, "homo_ha": -0.442, "relative_energy_kcal_mol": 41.5, "max_force_ev_per_a": 3.56, "total_energy_ha": -853.59218}

---

{"formula": "C35H33ClIrN2O3PSi", "method": "ωB97M-V with the def2-TZVPD basis set", "symbols": ["Ir", "C", "C", "C", "C", "C", "C", "N", "N", "Si", "C", "C", "C", "H", "H", "H", "H", "H", "H", "H", "H", "H", "H", "H", "H", "H", "H", "H", "O", "C", "C", "C", "C", "C", "C", "C", "P", "C", "C", "C", "C", "C", "C", "C", "C", "C", "C", "C", "C", "H", "H", "H", "H", "H", "H", "H", "H", "H", "H", "H", "H", "H", "H", "Cl", "C", "C", "C", "C", "C", "C", "C", "O", "O", "H", "H", "H", "H"], "positions_angstrom": [[0.387, -0.134, -0.705], [-3.288, 0.545, 0.014], [-2.501, -0.228, 1.029], [-3.056, -0.666, 2.222], [-2.301, -1.484, 3.063], [-1.021, -1.843, 2.717], [-0.480, -1.327, 1.523], [-1.240, -0.538, 0.729], [0.760, -1.495, 1.057], [1.655, -2.985, 1.166], [0.560, -4.454, 0.672], [2.249, -3.261, 2.962], [3.139, -2.819, 0.021], [-3.359, 1.602, 0.277], [-4.299, 0.146, -0.054], [-2.797, 0.456, -0.954], [-4.073, -0.401, 2.467], [-2.725, -1.859, 3.985], [-0.421, -2.488, 3.339], [-0.337, -4.515, 1.289], [1.097, -5.400, 0.757], [0.246, -4.331, -0.363], [1.575, -3.911, 3.518], [2.339, -2.314, 3.492], [3.228, -3.737, 2.954], [2.811, -2.556, -0.982], [3.677, -3.765, -0.035], [3.836, -2.057, 0.364], [2.440, -0.409, -2.291], [2.100, 0.601, -1.688], [2.563, 1.893, -1.484], [3.707, 2.396, -2.181], [4.005, 3.727, -2.127], [3.218, 4.629, -1.382], [2.149, 4.157, -0.640], [1.837, 2.806, -0.649], [0.453, 2.033, 0.180], [0.840, 1.834, 1.945], [2.159, 1.676, 2.356], [2.440, 1.384, 3.680], [1.407, 1.229, 4.593], [0.089, 1.375, 4.184], [-0.196, 1.672, 2.864], [-0.856, 3.293, 0.141], [-0.975, 4.280, 1.116], [-1.926, 5.278, 0.972], [-2.749, 5.303, -0.143], [-2.613, 4.337, -1.130], [-1.669, 3.335, -0.989], [4.304, 1.711, -2.766], [4.864, 4.097, -2.671], [3.449, 5.684, -1.391], [1.548, 4.840, -0.052], [2.955, 1.776, 1.631], [3.466, 1.277, 4.004], [1.627, 0.981, 5.622], [-0.716, 1.253, 4.897], [-1.222, 1.769, 2.534], [-0.325, 4.272, 1.981], [-2.022, 6.042, 1.731], [-3.486, 6.087, -0.250], [-3.244, 4.370, -2.007], [-1.548, 2.578, -1.754], [-3.098, -5.856, -6.173], [-2.416, -4.664, -5.114], [-1.043, -4.621, -4.926], [-0.513, -3.682, -4.059], [-1.352, -2.786, -3.407], [-2.724, -2.831, -3.614], [-3.263, -3.783, -4.462], [-0.758, -1.803, -2.453], [0.170, -2.188, -1.702], [-1.196, -0.624, -2.401], [-0.404, -5.313, -5.454], [0.551, -3.630, -3.873], [-3.362, -2.126, -3.099], [-4.330, -3.841, -4.625]], "mulliken_spin": [1.63, 0.01, -0.02, 0.02, 0.00, 0.05, -0.05, 0.09, 0.34, 0.00, 0.00, 0.02, 0.00, 0.00, 0.00, 0.01, 0.00, 0.00, 0.00, 0.00, 0.00, 0.00, 0.00, 0.00, 0.00, 0.00, 0.00, 0.00, 0.63, 0.46, 0.00, 0.17, -0.06, 0.24, -0.14, 0.24, -0.01, 0.05, -0.02, 0.00, 0.00, 0.00, -0.01, 0.00, 0.00, 0.00, 0.00, 0.01, 0.02, 0.02, 0.00, 0.02, 0.00, 0.00, 0.00, 0.00, 0.00, 0.00, 0.00, 0.00, 0.00, 0.00, 0.00, 0.00, 0.00, 0.00, 0.00, 0.00, 0.00, 0.00, 0.05, 0.07, 0.14, 0.00, 0.00, 0.00, 0.00], "charge": 0, "homo_ha": [-0.213, -0.291], "relative_energy_kcal_mol": 4.2, "max_force_ev_per_a": 1.03, "total_energy_ha": -2884.14379, "multiplicity": 5, "s_squared": 6.051}